1.
The molecule C19H28N2O. Source: the Open Molecules 2025 dataset; level of theory: the ωB97M-V functional and the def2-TZVPD basis.

Properties
lowest unoccupied orbital energy: 0.817 eV
E_HOMO: -8.67 eV

The geometry in ORCA input format:
```
! RIJCOSX wB97M-V def2-TZVPD def2/J DEFGRID3
* xyz 0 1
C 3.379 4.226 0.158
C 2.769 2.868 -0.010
C 2.501 2.366 -1.279
C 1.923 1.123 -1.443
C 1.593 0.344 -0.340
C 0.889 -0.974 -0.538
C -0.604 -0.579 -0.562
O -1.173 -0.366 -1.611
N -1.100 -0.475 0.682
C -2.365 0.052 1.186
C -3.608 -0.673 0.651
C -4.075 -0.191 -0.719
C -4.258 1.322 -0.722
C -2.928 1.988 -0.386
C -2.471 1.575 1.009
N 1.159 -1.920 0.537
C 0.479 -3.195 0.339
C 1.380 -4.049 -0.577
C 2.780 -3.443 -0.391
C 2.563 -2.303 0.623
C 1.852 0.845 0.930
C 2.438 2.087 1.089
H 3.785 4.350 1.159
H 2.624 4.997 -0.001
H 4.174 4.384 -0.568
H 2.749 2.959 -2.147
H 1.713 0.753 -2.436
H 1.133 -1.373 -1.535
H -0.426 -0.731 1.390
H -2.318 -0.149 2.264
H -4.412 -0.510 1.374
H -3.402 -1.746 0.619
H -5.015 -0.688 -0.970
H -3.334 -0.453 -1.472
H -4.601 1.651 -1.704
H -5.014 1.610 0.015
H -3.026 3.075 -0.425
H -2.185 1.685 -1.123
H -3.192 1.947 1.742
H -1.500 2.023 1.233
H 0.385 -3.671 1.320
H -0.518 -3.047 -0.073
H 1.052 -3.968 -1.613
H 1.344 -5.099 -0.293
H 3.163 -3.046 -1.331
H 3.498 -4.170 -0.016
H 2.739 -2.667 1.640
H 3.211 -1.447 0.443
H 1.611 0.250 1.798
H 2.638 2.456 2.085
*
```

=====

2.
The molecule C19H28N2O. Source: the Open Molecules 2025 dataset; level of theory: the ωB97M-V functional and the def2-TZVPD basis.

Properties
lowest unoccupied orbital energy: 0.870 eV
E_HOMO: -8.24 eV

The geometry in ORCA input format:
```
! RIJCOSX wB97M-V def2-TZVPD def2/J DEFGRID3
* xyz 0 1
C -1.495 3.306 -3.962
C -0.370 2.278 -4.015
N 0.435 2.233 -2.805
C 1.307 3.361 -2.551
C 0.741 4.356 -1.536
C 0.328 1.135 -2.013
O -0.448 0.233 -2.279
C 1.260 1.022 -0.814
C 2.476 0.182 -1.226
C 3.365 -0.047 -0.010
C 2.553 -0.696 1.108
N 1.447 0.174 1.458
C 0.776 -0.183 2.700
C 0.073 -1.509 2.680
C -1.250 -1.644 2.717
C -2.003 -2.891 2.688
C -3.366 -2.863 2.989
C -4.121 -4.019 2.987
C -3.531 -5.233 2.676
C -2.182 -5.277 2.365
C -1.425 -4.121 2.371
C 0.536 0.320 0.339
H -2.125 3.195 -4.840
H -2.105 3.145 -3.077
H -1.106 4.321 -3.948
H -0.797 1.280 -4.134
H 0.288 2.485 -4.866
H 1.460 3.873 -3.505
H 2.285 3.006 -2.213
H 0.546 3.873 -0.582
H 1.456 5.161 -1.379
H -0.190 4.785 -1.892
H 1.602 1.990 -0.452
H 2.123 -0.776 -1.615
H 3.035 0.682 -2.021
H 4.209 -0.687 -0.272
H 3.754 0.910 0.345
H 3.180 -0.831 1.994
H 2.211 -1.688 0.767
H 1.539 -0.186 3.487
H 0.059 0.613 2.921
H 0.718 -2.374 2.609
H -1.858 -0.750 2.807
H -3.833 -1.918 3.232
H -5.174 -3.975 3.226
H -4.119 -6.139 2.671
H -1.717 -6.220 2.113
H -0.378 -4.174 2.115
H -0.313 0.930 0.660
H 0.142 -0.644 -0.018
*
```

=====

Which one sits at the top of the stability order? 1 does.

=====

1.
A cluster of 2 separate species, C4H12NO2P in total. Source: the Open Molecules 2025 dataset; level of theory: the ωB97M-V functional and the def2-TZVPD basis.

Properties
lowest unoccupied orbital energy (alpha / beta): 0.691 / -1.487 eV
E_HOMO (alpha / beta): -7.06 / -9.70 eV

The geometry in ORCA input format:
```
! RIJCOSX wB97M-V def2-TZVPD def2/J DEFGRID3
* xyz 0 3
C -0.138 2.095 -0.894
C -0.863 -2.112 0.512
C -0.755 1.290 0.319
C -0.104 -0.965 -0.258
N 0.060 0.129 0.582
O -2.100 0.897 -0.022
O 1.078 -1.568 -0.715
P 2.587 0.607 -0.079
H -0.136 1.439 -1.752
H 0.986 2.267 -0.633
H -0.755 3.068 -1.181
H -1.447 -2.608 -0.237
H -1.296 -1.860 1.436
H -0.164 -2.909 0.904
H -0.769 1.833 1.206
H -0.660 -0.660 -1.070
H -2.173 -0.025 0.049
H 1.443 -2.300 -0.104
H 2.842 -0.248 1.192
H 2.361 1.631 0.745
*
```

=====

2.
A cluster of 2 separate species, C4H12NO2P in total. Source: the Open Molecules 2025 dataset; level of theory: the ωB97M-V functional and the def2-TZVPD basis.

Properties
lowest unoccupied orbital energy (alpha / beta): 0.831 / -0.839 eV
E_HOMO (alpha / beta): -6.10 / -10.00 eV

The geometry in ORCA input format:
```
! RIJCOSX wB97M-V def2-TZVPD def2/J DEFGRID3
* xyz 0 3
C -3.809 -0.973 0.414
C -2.141 -1.471 -1.094
C 2.919 1.352 1.709
C -0.672 1.496 -0.655
N -2.547 -0.799 0.122
O 2.854 0.772 0.421
O -0.382 0.346 0.072
P -1.622 -0.003 1.189
H 1.890 0.538 0.318
H -4.536 -1.522 -0.232
H -4.164 -0.254 1.162
H -1.649 -2.392 -0.845
H -2.920 -1.740 -1.754
H -1.369 -1.024 -1.601
H 3.946 1.851 1.931
H 3.075 0.513 2.431
H 2.169 2.081 1.799
H -0.233 2.362 -0.108
H -1.835 1.601 -0.712
H -0.372 1.374 -1.755
*
```

=====

Which one sits at the top of the stability order? 2 does.

=====

1.
A structure of composition C2H3IN2O. Source: the Open Molecules 2025 dataset; level of theory: the ωB97M-V functional and the def2-TZVPD basis.

Properties
lowest unoccupied orbital energy (alpha / beta): -0.137 / -0.227 eV
E_HOMO (alpha / beta): -8.02 / -8.04 eV

The geometry in ORCA input format:
```
! RIJCOSX wB97M-V def2-TZVPD def2/J DEFGRID3
* xyz 0 1
C 0.000 -0.480 -0.898
C 0.659 0.373 0.051
N -2.216 -0.293 0.409
N 0.819 -0.082 1.229
O -1.749 -0.223 -0.651
I 1.461 1.067 2.754
H 0.085 -0.215 -1.943
H 0.050 -1.538 -0.682
H 0.891 1.391 -0.270
*
```

=====

2.
A structure of composition C2H3IN2O. Source: the Open Molecules 2025 dataset; level of theory: the ωB97M-V functional and the def2-TZVPD basis.

Properties
lowest unoccupied orbital energy (alpha / beta): -1.129 / -1.134 eV
E_HOMO (alpha / beta): -8.18 / -8.17 eV

The geometry in ORCA input format:
```
! RIJCOSX wB97M-V def2-TZVPD def2/J DEFGRID3
* xyz 0 1
C 0.040 0.448 -0.039
C 0.150 -0.828 0.045
N 2.909 -2.091 0.072
N 2.327 -1.015 -0.085
O 2.396 -3.196 -0.066
I 3.515 0.621 -0.012
H -0.949 1.014 -0.071
H 0.902 1.147 -0.107
H 0.106 -1.830 0.341
*
```

=====

Which one sits at the top of the stability order? 1 does.

=====

1.
A structure of composition C25H31N3O2. Source: the Open Molecules 2025 dataset; level of theory: the ωB97M-V functional and the def2-TZVPD basis.

Properties
lowest unoccupied orbital energy: 0.113 eV
E_HOMO: -7.84 eV

The geometry in ORCA input format:
```
! RIJCOSX wB97M-V def2-TZVPD def2/J DEFGRID3
* xyz 0 1
C -2.352 -0.783 -1.699
N -1.556 -0.276 -2.888
C -1.535 1.119 -2.786
H -1.199 1.545 -3.695
C -0.036 1.504 -1.837
O 0.432 2.782 -2.344
H 1.049 3.301 -1.663
C -0.639 1.854 -0.334
O 0.470 2.251 0.492
C 1.179 1.402 1.095
C 0.842 -0.024 1.017
C 1.689 -0.988 1.834
C 2.775 -0.450 2.682
C 2.613 0.984 2.913
C 2.058 1.741 2.118
H 2.106 3.047 2.352
H 3.507 1.455 3.633
C 3.243 -1.300 3.728
N 2.131 -2.076 4.489
H 1.425 -2.316 4.074
C 1.681 -1.150 5.575
C 0.020 -1.176 5.862
C -0.718 -0.858 4.496
C -1.133 -1.665 3.634
C -1.758 -1.642 2.374
N -1.889 -0.092 2.026
C -1.262 0.861 2.959
C -0.951 0.393 4.152
H -0.457 1.345 4.945
H -1.605 1.925 2.707
H -2.116 -2.140 1.635
H -0.866 -2.984 3.731
H -0.096 -2.327 5.914
H -0.081 -0.669 6.559
H 1.873 0.001 5.259
H 1.935 -1.232 6.496
H 4.014 -1.071 4.248
H 3.581 -1.959 3.168
H 1.586 -1.915 1.593
H 0.258 -0.333 0.304
H -1.259 3.063 -0.463
H -1.341 1.378 0.328
H 0.532 0.800 -1.645
H -2.225 1.680 -2.231
C -2.078 -0.801 -3.932
C -1.072 -0.316 -5.309
C -1.500 0.288 -6.421
C -0.592 0.618 -7.496
C 0.595 0.182 -7.224
C 1.076 -0.221 -5.867
C 0.216 -0.617 -5.021
H 0.581 -1.037 -4.093
H 2.130 -0.501 -6.073
H 1.385 0.683 -8.052
H -1.062 1.092 -8.381
H -2.793 0.562 -6.460
H -2.975 -0.330 -4.228
H -2.168 -1.753 -3.922
H -3.471 -0.536 -1.680
H -1.977 -0.308 -0.806
H -2.224 -2.009 -1.840
*
```

=====

2.
The molecule C25H31N3O2. Source: the Open Molecules 2025 dataset; level of theory: the ωB97M-V functional and the def2-TZVPD basis.

Properties
lowest unoccupied orbital energy: 0.520 eV
E_HOMO: -7.30 eV

The geometry in ORCA input format:
```
! RIJCOSX wB97M-V def2-TZVPD def2/J DEFGRID3
* xyz 0 1
C -1.665 -3.492 -2.466
C -1.373 -4.171 -1.130
O -0.910 -3.264 -0.150
C 0.390 -2.841 -0.145
C 1.360 -3.292 -1.059
C 2.641 -2.823 -0.997
C 3.035 -1.902 -0.010
C 4.356 -1.410 0.056
C 4.726 -0.532 1.034
C 3.788 -0.120 1.994
C 2.499 -0.572 1.952
C 2.077 -1.469 0.945
C 0.741 -1.934 0.846
C -0.291 -1.425 1.808
O -0.131 -1.377 3.014
N -1.408 -0.976 1.200
C -2.448 -0.255 1.888
C -2.754 1.119 1.227
C -1.487 1.759 0.693
C -0.314 1.733 1.440
C 0.860 2.268 0.956
C 0.920 2.870 -0.307
N 2.101 3.401 -0.781
C 3.346 2.967 -0.189
C 2.157 3.942 -2.116
C -0.276 2.945 -1.030
C -1.448 2.408 -0.533
N -3.792 1.071 0.205
C -5.134 1.038 0.737
C -3.606 0.062 -0.816
H -2.051 -4.223 -3.171
H -2.408 -2.709 -2.330
H -0.766 -3.043 -2.881
H -2.300 -4.569 -0.708
H -0.672 -5.005 -1.257
H 1.101 -4.008 -1.822
H 3.374 -3.165 -1.715
H 5.069 -1.747 -0.684
H 5.738 -0.157 1.081
H 4.096 0.562 2.773
H 1.792 -0.267 2.705
H -1.483 -1.057 0.200
H -2.104 -0.122 2.915
H -3.367 -0.851 1.917
H -3.147 1.772 2.017
H -0.310 1.291 2.424
H 1.739 2.217 1.577
H 3.464 3.391 0.811
H 4.178 3.313 -0.799
H 3.405 1.875 -0.113
H 1.396 4.715 -2.237
H 3.128 4.406 -2.274
H 2.007 3.177 -2.890
H -0.307 3.423 -1.996
H -2.355 2.498 -1.111
H -5.838 1.163 -0.086
H -5.269 1.865 1.432
H -5.382 0.099 1.258
H -4.304 0.264 -1.630
H -2.594 0.128 -1.212
H -3.792 -0.963 -0.458
*
```

=====

Which one sits at the top of the stability order? 2 does.